# C38H79CaCl6O15S

C38H79CaCl6O15S as an isolated structure in a non-equilibrium geometry (the ωB97M-V functional and the def2-TZVPD basis, the OMol25 dataset).

Electronic energy in Eh: -6460.00227
Net charge: -1
F_max in eV/Å: 8.42
Kohn-Sham gap in eV: 1.1

Last column: Mulliken charge in e.
CARTESIAN COORDINATES (ANGSTROEM)
Cl1 -7.972 11.148 2.098  -0.096
H1 -2.946 8.963 -2.334  0.339
Cl2 -1.286 -5.408 2.445  -0.086
H2 2.782 1.158 -0.184  0.339
C1 1.251 -1.942 -1.364  -0.784
H3 -1.067 -2.910 1.027  -0.431
C2 -1.143 -2.420 -0.058  0.032
Cl3 -5.460 10.638 0.721  -0.064
H4 -3.289 -7.376 1.245  0.319
H5 -0.316 -1.431 2.440  -0.115
H6 -4.892 7.137 0.155  0.109
C3 -6.449 6.128 2.174  -0.509
H7 7.256 -7.521 -4.243  0.343
H8 -4.550 -2.028 -1.484  0.317
H9 6.545 -7.798 0.569  0.295
C4 -2.610 -2.890 -0.651  -0.021
H10 -4.444 5.538 -0.409  0.235
H11 -3.734 7.413 -1.880  0.022
C5 -3.531 -1.564 -1.089  -0.874
H12 2.975 0.164 -1.849  0.111
H13 -7.306 7.972 2.901  0.420
H14 3.349 1.770 -4.850  0.241
C6 -2.540 -7.197 0.361  -1.044
H15 0.940 -2.059 7.065  0.257
C7 1.976 -3.821 8.599  -0.822
H16 -1.144 -1.251 -0.035  0.217
C8 1.774 -1.317 1.294  -0.358
C9 -2.585 5.605 -7.463  -0.838
H17 7.841 4.337 -2.466  0.222
H18 -2.532 -3.657 -1.536  0.386
H19 0.867 -4.307 0.979  0.429
C10 2.057 -5.053 -0.810  -0.823
H20 -4.368 5.775 -3.826  -0.001
H21 9.059 -5.105 -3.707  0.226
H22 5.717 -7.277 -0.913  -0.037
H23 7.925 -6.978 -2.701  0.228
H24 -7.508 7.714 1.152  0.289
C11 0.699 -4.395 -0.174  0.310
H25 -1.464 -2.444 8.053  0.103
H26 4.416 0.644 -4.158  0.211
H27 9.004 -7.598 -3.955  0.367
C12 6.992 -4.762 -4.033  -1.136
C13 -6.822 7.590 1.997  -0.571
O1 4.336 -4.271 -2.136  -0.561
H28 4.989 -8.529 0.124  0.297
H29 -3.800 3.911 -6.210  0.353
H30 -3.127 -1.918 7.712  0.290
H31 -0.706 -4.500 6.300  0.147
H32 -3.734 6.648 2.356  0.274
C14 -2.647 -3.922 7.001  -0.594
H33 -4.799 4.089 -3.935  0.404
O2 -1.813 -1.895 6.106  -0.420
H34 -7.354 5.563 2.421  0.340
S1 3.264 -3.662 -1.146  1.113
O3 -2.737 7.440 -3.713  -0.314
H35 -1.985 -8.219 0.109  0.308
H36 -5.763 5.995 3.016  0.311
H37 -3.678 -3.969 6.630  0.274
H38 -4.434 8.424 -3.150  0.299
O4 -3.338 5.952 -6.312  -0.274
C15 -2.280 -2.490 7.324  -0.348
C16 -4.124 4.874 -5.805  -0.690
H39 5.026 2.023 -4.941  0.284
H40 7.441 3.805 -0.804  0.227
O5 2.458 -2.463 -2.019  -0.349
O6 4.079 -3.184 0.081  -0.619
H41 -3.365 5.020 1.788  0.321
H42 -2.122 4.618 -7.359  0.395
H43 1.050 -4.196 8.151  0.155
H44 -3.193 -6.874 -0.584  0.290
C17 -1.612 -2.934 5.138  -0.023
C18 -1.689 -4.249 5.884  -0.192
H45 -1.868 6.393 -2.121  0.125
Cl4 -5.856 13.145 2.145  -0.107
H46 7.079 -3.727 -4.388  0.375
H47 0.714 -0.008 -0.270  0.467
H48 2.106 -4.286 9.580  0.340
H49 -0.651 -2.791 4.637  0.138
H50 -2.562 -4.589 7.862  0.354
H51 1.931 -2.468 1.433  0.055
C19 0.140 -3.058 -0.921  -0.030
H52 7.607 5.541 -1.172  0.198
H53 -2.411 -2.855 4.392  0.033
H54 3.940 -0.380 -0.213  0.312
C20 -4.064 4.829 -4.272  -0.114
H55 -2.016 -5.079 5.253  0.289
C21 -3.543 6.051 1.461  -1.084
C22 0.587 -0.701 2.301  -0.617
H56 1.062 -0.519 3.356  0.293
C23 7.277 4.575 -1.561  -0.489
H57 1.911 -5.634 -1.816  0.345
Ca1 -4.150 0.644 -1.605  0.197
Cl5 -0.832 -6.305 -2.083  -0.134
C24 -0.493 -5.552 -0.381  -0.321
C25 6.640 -9.214 -1.074  0.607
H58 2.777 -0.812 1.702  0.508
H59 5.633 3.779 -2.211  0.336
H60 2.876 -1.938 9.144  0.314
H61 -1.495 5.384 -5.003  0.037
O7 -2.811 4.393 -3.726  -0.394
H62 -5.944 8.211 1.799  -0.041
C26 1.599 -0.799 -0.241  0.272
C27 8.271 -5.565 -4.320  0.740
C28 -6.208 11.398 2.148  0.344
C29 1.941 -2.311 8.717  -0.262
H63 0.278 0.353 1.836  0.245
C30 -3.492 8.092 -2.705  -0.517
H64 -0.763 7.100 -3.334  0.395
O8 8.418 -5.639 -5.632  -0.478
C31 -1.719 6.586 -3.194  -0.320
H65 -3.710 -0.853 -0.165  0.277
C32 -4.708 6.110 0.487  -0.015
C33 4.248 1.733 -4.213  -0.656
C34 2.959 0.079 -0.662  -1.106
H66 -1.782 6.339 -7.575  0.237
Cl6 -5.546 10.661 3.629  -0.095
O9 -3.414 -3.560 0.424  -0.556
H67 -0.363 -3.434 -1.938  0.597
H68 -2.632 6.434 0.991  0.375
H69 -3.025 -1.045 -2.008  0.257
C35 -1.679 5.245 -3.940  -0.303
O10 1.777 -1.728 7.432  -0.524
O11 7.787 -9.533 -0.654  -0.698
H70 -0.819 4.687 -3.561  0.459
O12 5.988 -9.654 -2.062  -0.673
H71 -5.158 5.056 -6.118  0.389
H72 2.557 -5.729 0.038  0.331
O13 4.209 2.400 -3.069  -0.612
H73 1.115 -1.987 9.357  0.245
H74 6.103 -5.204 -4.502  0.293
C36 5.931 -8.137 -0.271  -0.493
O14 5.897 4.650 -1.869  -0.473
H75 -3.223 5.635 -8.349  0.306
H76 0.702 -1.325 -2.232  0.235
H77 -3.346 -3.001 1.261  0.351
H78 6.803 -4.721 -2.954  0.300
C37 -1.384 -6.042 0.708  0.022
H79 2.796 -4.137 7.946  0.264
C38 8.103 -6.996 -3.783  -1.161
O15 -5.907 5.534 0.998  -0.435